(1)
2 unconnected molecules or ions with the total composition C10H13O2 in a non-equilibrium geometry, computed with wB97M-V/def2-TZVPD.

XYZ file:
```
25
Properties=species:S:1:pos:R:3:lowdin_charge:R:1
C 0.522 -3.148 -0.616 -0.166
C 1.648 -2.038 -0.945 -0.127
C -0.188 -2.929 0.847 -0.724
O 0.638 -3.118 1.841 -0.147
O -1.363 -2.660 0.837 -0.066
H -0.295 -3.232 -1.420 0.094
H 1.122 -4.093 -0.584 0.077
H 1.180 -1.084 -1.073 -0.004
H 2.191 -2.258 -1.892 0.047
H 2.366 -2.020 -0.049 0.087
C 0.459 2.430 -1.626 -0.059
C -1.248 0.246 0.958 -0.032
C -0.657 0.718 -0.228 -0.043
C -1.375 1.164 2.034 -0.080
C -0.285 2.074 -0.369 -0.322
C -0.987 2.480 1.906 -0.104
C -0.582 2.922 0.644 -0.099
H -1.396 -0.821 0.907 0.057
H -0.448 0.036 -1.076 0.099
H -1.960 0.693 2.847 0.107
H -0.953 3.261 2.583 0.066
H 0.046 1.719 -2.384 0.088
H 1.457 2.314 -1.417 0.049
H -0.130 3.945 0.345 0.130
H 0.242 3.400 -2.071 0.070
```

Results
* LUMO: 0.120 Ha
* total charge: -1
* HOMO: -4.11 eV
* energy above the lowest of the compared OMol25 structures with the same formula, charge and spin: 36.7 kcal per mole

(2)
A molecular structure, C3H4P2S in a non-equilibrium geometry, computed with wB97M-V/def2-TZVPD.

XYZ file:
```
10
Properties=species:S:1:pos:R:3:lowdin_charge:R:1
C 0.538 -1.085 0.397 -0.352
C 1.357 0.030 0.248 -0.578
C -0.713 -1.265 -0.077 -0.225
P -1.840 0.383 -1.320 0.467
P -1.173 1.657 0.254 0.177
S 0.911 1.603 -0.232 0.514
H 1.028 -1.948 0.847 0.101
H 2.424 -0.076 0.365 0.048
H -1.246 -2.194 -0.085 0.011
H -1.285 2.895 -0.398 -0.163
```

Results
* LUMO (spin up / spin down): -0.022 / -0.052 Ha
* HOMO (spin up / spin down): -8.21 / -7.24 eV
* energy above the lowest of the compared OMol25 structures with the same formula, charge and spin: 17.1 kcal per mole

(3)
10 unconnected molecules or ions with the total composition C4H29N2O11 in a non-equilibrium geometry, computed with wB97M-V/def2-TZVPD.

XYZ file:
```
46
Properties=species:S:1:pos:R:3:lowdin_charge:R:1
C -1.457 0.618 -0.693 -0.198
N -0.301 -0.096 -1.202 0.034
C -1.775 0.138 0.711 -0.314
C -2.549 -1.185 0.778 -0.214
O -2.328 -2.071 -0.292 -0.072
N -2.542 1.147 1.474 -0.012
C -2.009 2.487 1.504 -0.274
O -0.601 2.596 1.809 -0.082
H -2.249 0.453 -1.413 0.116
H -1.267 1.685 -0.591 0.094
H 0.496 0.117 -0.631 0.034
H -0.126 0.150 -2.178 0.088
H -0.869 0.010 1.303 0.131
H -2.477 -1.661 1.768 0.119
H -3.602 -0.868 0.749 0.120
H -1.393 -2.030 -0.471 0.048
H -2.566 0.804 2.417 0.106
H -2.149 3.004 0.558 0.106
H -2.438 2.948 2.387 0.117
H -0.736 -1.875 -2.413 0.011
H -0.953 -3.354 -2.308 0.045
O -1.207 -2.609 -2.866 -0.068
H 2.329 1.619 -3.131 0.009
H 1.237 2.328 -2.340 0.011
O 1.522 2.144 -3.242 -0.079
H 2.602 -0.768 -0.342 -0.016
H 3.137 -1.969 -1.209 0.027
O 2.743 -1.109 -1.265 -0.087
H 0.004 2.128 1.216 0.026
H 2.128 2.406 0.572 0.037
O 1.804 1.600 0.217 -0.153
H 0.764 -0.072 3.170 0.006
H 2.126 -0.190 3.712 -0.005
O 1.245 0.013 3.997 -0.062
H 3.590 0.611 -1.982 0.001
H 2.944 1.519 -0.952 -0.032
O 3.693 1.488 -1.595 -0.114
H 2.135 0.781 0.857 -0.015
H 3.331 -0.289 1.731 0.021
O 2.481 -0.451 1.288 -0.320
H -4.153 -0.584 -2.419 -0.007
H -3.241 -1.836 -2.338 0.003
O -4.124 -1.503 -2.603 -0.067
H 2.178 -2.208 1.516 -0.020
H 2.490 -2.961 2.814 0.012
O 2.136 -3.104 1.930 -0.109
```

Results
* LUMO: 0.105 Ha
* total charge: -1
* HOMO: -6.94 eV
* energy above the lowest of the compared OMol25 structures with the same formula, charge and spin: 0.0 kcal per mole

(4)
2 unconnected molecules or ions with the total composition C3H9NO4S in a non-equilibrium geometry, computed with wB97M-V/def2-TZVPD.

XYZ file:
```
18
Properties=species:S:1:pos:R:3:lowdin_charge:R:1
C 1.653 0.254 -1.220 -0.035
C 1.200 -1.455 0.501 -0.022
C 0.794 -0.166 -0.089 -0.549
N -2.497 1.247 -0.885 -0.047
O -4.382 -0.288 -0.001 -0.293
O -2.741 0.428 1.556 -0.106
O -2.224 -1.190 -0.259 -0.277
O -0.152 0.451 0.309 0.022
S -2.972 -0.026 0.084 0.502
H 1.200 -0.123 -2.197 0.110
H 2.645 -0.203 -1.221 0.075
H 1.632 1.365 -1.594 0.124
H 1.005 -2.253 -0.182 0.088
H 0.633 -1.507 1.521 0.129
H 2.228 -1.328 0.862 0.089
H -3.161 2.019 -0.797 0.088
H -1.820 0.523 1.685 0.045
H -2.396 0.898 -1.806 0.060
```

Results
* SMILES string: NS(=O)(=O)O.CC(C)=O
* LUMO: 0.020 Ha
* HOMO: -9.97 eV
* energy above the lowest of the compared OMol25 structures with the same formula, charge and spin: 6.8 kcal per mole